Molecular formula: C2H5Cl2
Method: DFT, the ωB97M-V functional and the def2-TZVPD basis

Calculated values
Expectation value of S²: 0.752
2S+1: 2
Total charge: 0
E_HOMO (spin up / spin down) (eV): -10.58 / -10.58
Relative energy (zero: lowest compared OMol25 entry of this formula, charge and spin) (kJ/mol): 37.0
HOMO-LUMO gap (spin up / spin down) (eV): 11.66 / 6.55

Element x y z (Å)
Cl 1.015397 3.941899 1.804210
Cl 2.090854 -0.562488 -0.080504
H 0.250541 -1.575318 0.661892
C 0.395767 -0.958629 -0.223942
H 0.337375 -1.521536 -1.162131
C -0.786480 0.013150 -0.271181
H -1.069746 0.319398 -1.299085
H -1.562120 -0.570612 0.240333
H -0.671584 0.914137 0.330410

Forces on atoms 1 to 2 (eV/Å):
Cl 0.0 0.0 0.0
Cl 0.9 1.2 -0.1

***

Molecular formula: C4H12NO3
Method: DFT, the ωB97M-V functional and the def2-TZVPD basis

Calculated values
Total charge: +1
E_HOMO (eV): -14.16
Relative energy (zero: lowest compared OMol25 entry of this formula, charge and spin) (kJ/mol): 329.3
HOMO-LUMO gap (eV): 10.70

Element x y z (Å)
C -1.197052 1.280447 0.423289
O -0.191501 2.189785 0.600186
C -0.761799 -0.258963 0.430214
C -0.998878 -1.085442 -0.862438
C -0.263344 -2.443921 -0.804091
O 0.330229 -2.790521 0.205354
N 0.661642 -0.311837 0.949337
H -1.595878 1.464084 -0.662223
H -1.961161 1.371476 1.136321
H 0.518157 2.350955 -0.109424
H -1.267870 -0.988418 1.141756
H -0.701136 -0.646722 -1.872665
H -2.184090 -1.399198 -0.653667
H -0.564078 -3.158716 -1.531124
H 0.835857 -1.025019 1.603915
H 1.386533 -0.267707 0.310514
H 0.979864 0.597516 1.439052
H 3.084355 1.498000 -0.480340
H 1.695316 2.105443 -0.940727
O 2.194836 1.518758 -0.323240

Forces on atoms 1 to 2 (eV/Å):
C -0.2 -1.7 -4.8
O 2.3 1.3 0.5

***

Molecular formula: C27H24Cl2I2N8O5PbS3
Method: DFT, the ωB97M-V functional and the def2-TZVPD basis

Calculated values
Total charge: -2
E_HOMO (spin up / spin down) (eV): -0.11 / -0.12
Relative energy (zero: lowest compared OMol25 entry of this formula, charge and spin) (kJ/mol): 0.0
HOMO-LUMO gap (spin up / spin down) (eV): 2.92 / 2.96

Element x y z (Å)
Pb 0.567487 0.723971 0.466168
Cl 2.228878 -5.992893 1.661681
C 2.344364 -4.232038 1.739119
C 1.253467 -3.540466 2.295350
C 1.180879 -2.136212 2.019813
N 0.056816 -1.354701 1.948444
C -1.110869 -1.679169 2.496002
O -1.393481 -2.629318 3.243527
C -2.219752 -0.689926 2.184099
C -3.491831 -0.914485 2.705696
C -4.493390 0.000263 2.442415
C -4.207644 1.112968 1.661014
C -2.915292 1.265263 1.186264
N -1.948156 0.387395 1.448036
C 2.420791 -1.397671 1.674994
C 3.434829 -2.136196 1.159466
C 2.869886 -3.396838 0.683558
Cl 2.346479 -3.685765 -0.844255
N 2.320428 -0.012088 1.806470
C 3.269249 0.734088 2.362436
O 4.295900 0.377693 2.943610
C 2.964326 2.219883 2.295683
C 3.943880 3.136142 2.649737
C 3.656268 4.485782 2.568877
C 2.385084 4.883964 2.185347
C 1.463819 3.905915 1.863102
N 1.752482 2.605510 1.892610
H 0.448565 -4.012307 2.842136
H -3.641769 -1.802274 3.303522
H -5.492059 -0.151730 2.835745
H -4.964296 1.848459 1.422207
H -2.634476 2.105416 0.558817
H 4.378018 -1.712576 0.843268
H 4.907750 2.753817 2.952821
H 4.418089 5.224425 2.783764
H 2.123196 5.927923 2.092087
H 0.458017 4.165678 1.551091
C -0.906553 0.925271 -4.051230
O -0.609709 2.289142 -3.719863
C -0.876728 2.704984 -2.473014
O -1.436717 2.050306 -1.612715
N -0.460180 3.992987 -2.337667
N -0.400942 4.540851 -1.045229
H -1.766906 0.913357 -4.721925
H -1.120424 0.337002 -3.165642
H -0.030259 0.519264 -4.548264
H 0.244700 4.298280 -2.998440
H -0.509253 5.541978 -1.148304
H 0.551208 4.401746 -0.703571
C -3.906058 -0.216120 -2.710610
C -3.252005 -1.349095 -1.978518
C -3.748667 -1.826356 -0.772978
C -3.065223 -2.879494 -0.193325
N -1.994277 -3.429082 -0.745943
C -1.559691 -2.878117 -1.881846
S -0.078922 -3.553758 -2.590814
N -2.148668 -1.864698 -2.523285
H -4.933196 -0.067833 -2.377016
H -3.889452 -0.413387 -3.782181
H -3.338936 0.701149 -2.532225
H -4.622309 -1.392410 -0.306264
H -3.385175 -3.304873 0.753644
C 0.748760 -4.024068 -1.118389
O 2.881203 -2.472012 -1.765790
C 3.446136 -1.282751 -2.521380
S 4.079473 -1.740815 -3.987657
S 1.952124 -0.214446 -2.378379
H 2.355496 -4.985390 -0.373883
H 3.013763 -4.609476 -1.726388
H 0.061491 -4.528934 -0.458850
I 2.638671 2.074256 -1.884777
I 3.091320 5.354632 -1.541996

Forces on atoms 1 to 2 (eV/Å):
Pb -0.3 -1.3 1.4
Cl 0.4 -0.1 0.0

***

Molecular formula: C7H12Si
Method: DFT, the ωB97M-V functional and the def2-TZVPD basis

Calculated values
Total charge: 0
E_HOMO (spin up / spin down) (eV): -7.39 / -7.39
Relative energy (zero: lowest compared OMol25 entry of this formula, charge and spin) (kJ/mol): 538.3
HOMO-LUMO gap (spin up / spin down) (eV): 6.69 / 6.69

Element x y z (Å)
C -0.404565 1.791441 0.470776
C -0.226454 2.518522 -0.749989
C -0.577883 0.393601 0.306222
C -0.750691 -0.199741 -0.937759
C -0.201190 1.984313 -1.943418
C 0.792422 -0.633144 2.126174
C -0.665133 -0.586147 1.451616
Si 0.002763 -1.628363 -1.879132
H -0.382212 2.245793 1.444684
H -0.051218 3.580585 -0.673049
H 0.058265 2.223134 -2.971257
H -0.467236 0.778795 -1.656541
H 0.818975 -0.607532 3.260153
H 1.461500 0.123286 1.784238
H 1.135302 -1.542639 1.854021
H -1.415117 -0.355252 2.251224
H -0.844754 -1.634211 1.148123
H -0.034619 -0.931850 -3.234584
H -0.798889 -2.764107 -1.909876
H 1.434280 -2.197124 -1.349555

Forces on atoms 1 to 2 (eV/Å):
C -0.1 -1.6 -0.8
C 0.2 0.7 1.9

***

Molecular formula: C5H13NO
Method: DFT, the ωB97M-V functional and the def2-TZVPD basis

Calculated values
Total charge: 0
SMILES string: C=C(N)CCC.O
E_HOMO (eV): -7.91
Relative energy (zero: lowest compared OMol25 entry of this formula, charge and spin) (kJ/mol): 229.2
HOMO-LUMO gap (eV): 8.90

Element x y z (Å)
C -2.315433 1.148733 -0.248070
C -1.203444 0.531447 -0.662628
N 0.065383 0.663860 -0.026869
C -1.231571 -0.623532 -1.622151
C -0.480648 -1.885892 -1.118597
C -1.415037 -2.639591 -0.163581
H -3.246611 0.590270 -0.317064
H -2.435746 2.170361 0.078280
H 0.341605 -0.108894 0.524275
H 0.351835 1.598401 0.194956
H -2.239404 -0.887435 -1.947477
H -0.742422 -0.365257 -2.568108
H -0.188977 -2.466873 -1.997784
H 0.523841 -1.703939 -0.737343
H -1.907439 -2.097135 0.627922
H -2.045522 -3.322130 -0.732443
H -0.760232 -3.361776 0.350813
O 5.190725 2.592910 2.932724
H 5.077049 3.417649 3.421036
H 5.880615 2.128376 3.420146

Forces on atoms 1 to 2 (eV/Å):
C -0.8 -0.1 -0.8
C 0.3 -1.2 1.5

***

Molecular formula: C22H48CuN2O4
Method: DFT, the ωB97M-V functional and the def2-TZVPD basis

Calculated values
Total charge: -1
E_HOMO (eV): -3.11
Relative energy (zero: lowest compared OMol25 entry of this formula, charge and spin) (kJ/mol): 177.8
HOMO-LUMO gap (eV): 5.50

Element x y z (Å)
Cu 1.426881 -0.247916 -0.719522
C 0.471648 2.691049 -3.684647
C 1.780155 2.583749 -2.945070
O 2.023839 1.437536 -2.368588
H 0.207237 3.705178 -3.984194
H -0.332881 2.368578 -3.023702
H 0.483346 2.131510 -4.619994
H 1.753307 3.416082 -2.241796
H 2.691860 2.679166 -3.534818
C 4.380266 -3.676003 -0.706147
C 3.441215 -2.686929 -0.067441
O 3.584964 -1.331397 -0.484340
H 5.311962 -3.598051 -0.145806
H 4.374666 -3.344732 -1.744569
H 4.157019 -4.729905 -0.540123
H 3.241252 -2.652760 1.003520
H 2.529002 -2.943304 -0.606168
C 0.923445 2.623420 1.257502
C 1.071128 2.134760 2.772083
C 0.023765 2.897847 3.528100
C -0.525200 2.298733 4.826077
C -0.656242 0.730999 4.789684
C 0.471516 -0.078913 4.082736
N 0.808812 0.654197 2.847056
O 1.646638 -0.007720 1.982434
C 1.652856 -0.349683 5.057306
C -0.142598 -1.422300 3.669014
C 2.525445 2.502853 3.308072
H 1.166260 3.686014 1.263434
H -0.056848 2.589917 0.782102
H 1.674666 2.210027 0.584544
H 0.333762 3.865778 3.921956
H -0.817851 3.033123 2.848779
H -1.460004 2.773121 5.124736
H 0.167906 2.633079 5.598032
H -1.622790 0.359132 4.449670
H -0.642279 0.454481 5.843933
H 2.514381 -0.655496 4.463711
H 1.791876 0.457178 5.776858
H 1.438714 -1.186433 5.722218
H 0.428714 -2.065115 2.999313
H -0.335837 -1.963257 4.595372
H -1.043858 -1.487863 3.059480
H 2.745846 3.567276 3.388905
H 3.166553 1.989363 2.591542
H 2.634143 2.059010 4.297665
H 2.425176 -0.072314 2.540375
C -1.879469 0.406849 -0.212269
C -2.423356 -0.422313 -1.381406
C -3.075587 0.610541 -2.375090
C -3.475650 -0.004860 -3.744043
C -2.252915 -0.572228 -4.425898
C -1.442534 -1.633647 -3.512709
N -1.250575 -1.047370 -2.143547
O -0.440137 -1.797008 -1.238692
C -2.123369 -2.992273 -3.626217
C -0.031056 -1.702797 -4.189922
C -3.494026 -1.406140 -0.937626
H -1.278462 -0.110722 0.535402
H -2.701551 0.801721 0.384691
H -1.204274 1.206793 -0.516080
H -4.059300 0.842214 -1.966754
H -2.495259 1.523330 -2.509734
H -3.947480 0.764306 -4.355472
H -4.306589 -0.710161 -3.757233
H -1.577955 0.274573 -4.550291
H -2.433351 -0.998262 -5.412829
H -3.180608 -3.030350 -3.363698
H -2.190680 -3.332017 -4.659727
H -1.585484 -3.769603 -3.083498
H 0.702376 -2.254528 -3.601898
H 0.056077 -2.259880 -5.122747
H 0.496907 -0.749199 -4.194016
H -4.105149 -1.704072 -1.789596
H -4.165952 -1.020583 -0.170840
H -3.046399 -2.349023 -0.623430
H -0.922029 -2.596357 -1.014115

Forces on atoms 1 to 2 (eV/Å):
Cu 1.9 0.4 -0.9
C -0.5 0.3 -1.0

***

Molecular formula: H10NaO5
Method: DFT, the ωB97M-V functional and the def2-TZVPD basis

Calculated values
Total charge: +1
E_HOMO (eV): -14.45
Relative energy (zero: lowest compared OMol25 entry of this formula, charge and spin) (kJ/mol): 222.8
HOMO-LUMO gap (eV): 9.94

Element x y z (Å)
Na 16.422634 10.949230 7.637416
O 16.745771 14.888792 10.480414
H 16.820185 14.061255 10.955669
H 16.380431 14.645085 9.629905
O 19.201539 13.126407 6.724162
H 20.156615 13.129338 6.660617
H 18.972305 14.031388 6.935574
O 13.228907 11.399892 9.541762
H 12.560155 10.729127 9.679947
H 13.597948 11.553605 10.411473
O 16.252791 9.368469 4.583794
H 15.979323 10.050166 3.970014
H 17.058216 9.014787 4.206398
O 17.394899 10.922962 11.207586
H 16.806281 11.355933 11.825892
H 17.698083 10.142391 11.671294

Forces on atoms 1 to 2 (eV/Å):
Na 0.1 -0.1 -0.1
O 0.0 0.1 0.0

***

Molecular formula: C2H7N2O
Method: DFT, the ωB97M-V functional and the def2-TZVPD basis

Calculated values
Total charge: +1
E_HOMO (spin up / spin down) (eV): -15.86 / -11.16
Relative energy (zero: lowest compared OMol25 entry of this formula, charge and spin) (kJ/mol): 568.1
HOMO-LUMO gap (spin up / spin down) (eV): 11.09 / 3.83

Element x y z (Å)
C -1.390976 -1.219201 -0.329251
C 3.043020 2.235936 -0.180665
N -2.403379 -1.938034 0.130152
N -0.792021 -0.285617 0.376785
O 0.181573 0.408298 -0.032529
H -1.023038 -1.389151 -1.334383
H 3.036615 3.240936 0.203196
H 3.936807 1.856250 -0.652070
H 2.152437 1.625956 -0.122860
H -2.839970 -2.636897 -0.453161
H -2.774248 -1.805026 1.060167
H -1.126820 -0.093451 1.334619

Forces on atoms 1 to 2 (eV/Å):
C -1.2 -1.6 -0.8
C 0.0 -0.1 -0.1